ORCA calculation (ωB97M-V/def2-TZVPD) on C60H55BF6N10O4S3Ti as an isolated structure.

Values from the calculation:
**Calculated total energy**: -158809.9102 eV
**Lowest unoccupied orbital energy**: -1.27 eV

```
! RIJCOSX wB97M-V def2-TZVPD def2/J DEFGRID3
* xyz 0 1
Ti -0.07114 0.18247 0.70699
C -1.74604 4.54507 3.73769
C -2.33734 3.63547 2.72329
C -3.35224 3.83937 1.82129
C -3.45104 2.63177 1.09979
N -2.52614 1.77157 1.52779
N -1.86954 2.38127 2.53249
B -1.10784 1.53197 3.52449
N -1.58704 0.08167 3.28029
N -1.16674 -0.70923 2.27409
C -1.83084 -1.87973 2.38249
C -2.71404 -1.80093 3.46099
C -2.53764 -0.53933 3.99809
C -3.28874 0.06157 5.12989
C -1.64344 -3.07643 1.56479
C -2.71684 -3.94953 1.38289
C -2.57274 -5.10753 0.64139
C -1.34584 -5.43023 0.08699
C -0.26604 -4.58493 0.29009
C -0.40714 -3.41853 1.01789
N 0.41686 1.69297 3.34979
N 1.05926 1.60567 2.17159
C 2.34236 1.96037 2.38609
C 2.49916 2.28367 3.74059
C 1.26336 2.09417 4.31719
C 0.91356 2.27977 5.74749
C 3.42506 1.96767 1.40699
C 3.26286 1.48557 0.10969
C 4.32156 1.46057 -0.78171
C 5.56336 1.94337 -0.40391
C 5.73266 2.45667 0.87229
C 4.68176 2.46047 1.76909
C -4.48004 2.28597 0.13399
C -4.75774 0.95387 -0.16141
C -5.75564 0.62057 -1.05561
C -6.51664 1.61257 -1.65191
C -6.26834 2.93977 -1.34341
C -5.26504 3.27457 -0.45461
H -2.17894 5.53687 3.65069
H -1.91644 4.17947 4.75069
H -0.67084 4.61367 3.58619
H -3.93174 4.73107 1.69719
H -1.38814 1.82517 4.63659
H -3.37644 -2.56023 3.82169
H -4.01964 -0.65433 5.49749
H -2.62854 0.34047 5.94869
H -3.81004 0.95737 4.79749
H -3.67974 -3.70003 1.79869
H -3.42004 -5.76093 0.49479
H -1.22894 -6.32333 -0.50821
H 0.69706 -4.83893 -0.12881
H 0.43406 -2.74933 1.16949
H 3.38736 2.58267 4.25399
H 1.82466 2.47727 6.30589
H 0.23326 3.11927 5.87239
H 0.43226 1.39417 6.15409
H 2.28446 1.14757 -0.19641
H 4.16686 1.07477 -1.78051
H 6.39076 1.93567 -1.09921
H 6.69256 2.86047 1.16319
H 4.84076 2.86257 2.75539
H -4.17014 0.18457 0.31299
H -5.93164 -0.41803 -1.29761
H -7.30354 1.35887 -2.34851
H -6.85124 3.72337 -1.80511
H -5.08094 4.31107 -0.21931
F -4.01924 4.64617 -2.79301
C -2.79214 4.77357 -2.28711
F -2.16374 5.70667 -3.00851
F -2.89394 5.23127 -1.04451
S -1.81144 3.17607 -2.43501
O -2.24544 2.26827 -1.41991
O -1.97894 2.82987 -3.80551
N -0.34884 3.66977 -2.04941
S -0.08584 3.30107 -0.55231
O -0.84494 3.94987 0.45089
O 0.20996 1.88867 -0.32691
C 1.54196 4.25107 -0.45521
F 2.48176 3.80787 -1.29171
F 2.06796 4.29307 0.77229
F 1.26906 5.50857 -0.79561
C 4.54356 -2.05733 -4.59001
C 4.47456 -3.10493 -3.52181
C 5.25456 -4.25003 -3.60301
C 5.20406 -5.23293 -2.63051
C 4.34066 -5.08843 -1.56031
C 3.54396 -3.96223 -1.46691
C 3.60826 -2.95613 -2.43021
N 2.79506 -1.80833 -2.34881
C 2.21886 -1.31103 -1.19171
N 3.01846 -1.44793 -0.11951
C 2.80026 -1.22653 1.24619
C 1.52656 -0.92283 1.76149
C 1.47926 -0.99213 3.17059
C 2.58676 -1.18083 3.97559
C 3.83586 -1.34473 3.40969
C 3.95396 -1.41083 2.03639
C 5.30936 -1.67683 1.43569
N 1.08036 -0.67373 -1.16861
C 0.49756 -0.48633 -2.46451
C 0.63726 0.75437 -3.08511
C 0.15856 0.96567 -4.36581
C -0.47694 -0.06173 -5.04001
C -0.58704 -1.30303 -4.44181
C -0.09114 -1.54773 -3.16921
C -0.18614 -2.92273 -2.58601
H 5.34846 -2.27513 -5.28771
H 4.72036 -1.07673 -4.15091
H 3.61026 -2.01403 -5.15461
H 5.92216 -4.36973 -4.44321
H 5.82366 -6.11153 -2.71881
H 4.27976 -5.85353 -0.80081
H 2.84276 -3.87823 -0.65141
H 2.37326 -1.50623 -3.21851
H 3.92106 -1.85353 -0.32411
H 0.54446 -0.89503 3.70219
H 2.48046 -1.18653 5.05059
H 4.71466 -1.45103 4.02859
H 6.05566 -1.65853 2.22709
H 5.58046 -0.91753 0.70169
H 5.35006 -2.66303 0.96779
H 1.12176 1.56477 -2.55991
H 0.27796 1.93247 -4.82371
H -0.87804 0.10277 -6.02701
H -1.07844 -2.10823 -4.96581
H -0.72764 -3.58023 -3.26001
H -0.70654 -2.88243 -1.63071
H 0.79936 -3.35493 -2.41881
S -1.97124 -0.89303 -0.36391
C -2.92844 -1.20183 -1.81451
C -3.04314 -0.36093 -2.91181
C -3.96614 -0.65333 -3.90191
C -4.77004 -1.77873 -3.81671
C -4.64304 -2.62943 -2.72811
C -3.72874 -2.34373 -1.73611
H -2.45114 0.53627 -2.97611
H -4.06844 0.02407 -4.73611
H -5.50614 -1.98813 -4.57941
H -5.27514 -3.50443 -2.63921
H -3.63374 -2.97883 -0.86811
*
```